1.
Density functional theory data (ωB97M-V/def2-TZVPD) for a structure of composition C4H5BrIOP.

Values from the calculation:
2S+1	1
E_LUMO	-0.3	eV
highest occupied orbital energy	-8.26	eV
E	-93705.0874	eV

Cartesian coordinates (Å):
C 1.807 -1.978 0.292
C 1.453 -0.846 0.117
P 0.735 0.719 -0.167
C -0.858 0.736 0.765
C -1.810 -0.241 0.077
O -1.493 -0.881 -0.870
I -3.776 -0.478 0.901
H 1.968 -3.023 0.428
H 1.533 1.697 0.426
H 0.627 0.889 -1.649
H -1.312 1.725 0.814
H -0.719 0.343 1.777
Br 2.091 1.313 -2.899



2.
Density functional theory data (ωB97M-V/def2-TZVPD) for a structure of composition C4H5BrN.

Values from the calculation:
ΔE to the lowest compared entry with this formula, charge and spin	347.4	kJ/mol
2S+1	1
net charge	+1
E_LUMO (spin up / spin down)	-7.5 / -7.5	eV
highest occupied orbital energy (spin up / spin down)	-14.98 / -14.98	eV
E	-75747.7299	eV

Cartesian coordinates (Å):
C 0.365 -1.867 0.091
C -0.813 -1.249 -0.043
C 0.975 -0.485 0.051
C -0.566 1.493 0.056
N -0.144 0.118 -0.105
Br 3.308 0.680 -0.179
H 0.870 -2.774 0.258
H -1.792 -1.414 -0.234
H -1.339 1.631 -0.848
H 0.376 2.194 -0.066
H -1.240 1.674 1.020



Which value of 2S+1 does entry 2 give?
1